# 1
DFT (ωB97M-V/def2-TZVPD) results for a 10-piece molecular cluster, H21O10 overall.

ORCA input file:
```
! RIJCOSX wB97M-V def2-TZVPD def2/J DEFGRID3
* xyz 1 1
O 16.263 14.046 45.659
H 16.847 14.752 45.638
H 16.143 13.842 46.687
H 16.759 13.287 45.425
O 18.037 15.044 47.593
H 18.298 15.640 48.305
H 18.880 14.555 47.741
O 18.484 12.927 44.777
H 18.973 13.443 44.104
H 19.007 12.161 44.910
O 14.859 16.441 43.613
H 14.096 16.955 43.617
H 15.259 16.866 44.337
O 15.114 14.642 48.146
H 14.361 14.495 47.670
H 15.042 15.508 48.487
O 18.086 16.093 44.581
H 18.317 16.325 43.793
H 18.718 16.623 45.166
O 16.107 17.562 45.965
H 16.931 17.569 45.736
H 15.606 18.398 45.731
O 15.700 11.333 44.272
H 14.907 11.006 45.021
H 16.407 10.669 44.270
O 16.486 12.987 50.018
H 16.149 13.589 49.350
H 15.813 12.295 50.202
O 16.676 11.645 47.467
H 16.942 10.860 47.708
H 16.727 11.741 48.468
*
```

- HOMO level (eV) = -13.9
- HOMO-LUMO gap (eV) = 10.95
- energy (Eh) = -764.63360
- relative energy (zero: lowest compared OMol25 entry of this formula, charge and spin) (kJ/mol) = 394.45

Atom charges from the Löwdin analysis, given in e for atoms 1 to 8:
1. O 0.26
2. H 0.03
3. H 0.16
4. H 0.05
5. O -0.04
6. H 0.07
7. H 0.09
8. O -0.02

---

# 2
DFT (ωB97M-V/def2-TZVPD) results for a 11-piece molecular cluster, H21O11 overall.

ORCA input file:
```
! RIJCOSX wB97M-V def2-TZVPD def2/J DEFGRID3
* xyz -1 1
O -0.977 -3.147 -3.019
H -1.341 -2.413 -3.543
H 2.038 0.350 0.799
O 1.867 -0.384 0.169
H 1.473 1.908 1.055
H 2.804 -0.038 -1.203
O -0.608 0.135 -4.687
H -0.010 1.425 1.384
H -0.892 -1.809 3.132
O -2.360 1.147 -0.453
H 0.409 -1.557 4.080
H 0.855 -0.420 0.215
O 0.667 -3.505 0.304
H -0.898 1.252 3.173
H -1.862 -3.563 -2.918
O -0.517 -1.835 4.020
H -1.262 -0.181 3.969
H 4.464 0.003 -1.589
O 3.616 0.469 -1.635
H -0.359 0.646 -3.916
O 0.706 2.207 1.516
H -0.770 -0.745 -4.364
H -0.365 4.253 -0.481
O -0.658 4.924 -1.103
H -1.388 4.421 -1.464
H -0.119 -0.097 1.904
O -1.385 0.777 3.841
H 0.186 -3.084 -0.457
H -1.535 1.440 -0.039
O -0.634 0.187 1.153
H 1.528 -3.374 -0.209
H -2.677 0.610 0.364
*
```

- HOMO level (eV) = -6.0
- HOMO-LUMO gap (eV) = 8.36
- energy (Eh) = -840.23260
- relative energy (zero: lowest compared OMol25 entry of this formula, charge and spin) (kJ/mol) = 293.36

Atom charges from the Löwdin analysis, given in e for atoms 1 to 8:
1. O -0.06
2. H 0.02
3. H 0.04
4. O -0.12
5. H -0.04
6. H 0.04
7. O -0.04
8. H -0.05

---

# 3
DFT (ωB97M-V/def2-TZVPD) results for H22HeO11 as an isolated structure.

ORCA input file:
```
! RIJCOSX wB97M-V def2-TZVPD def2/J DEFGRID3
* xyz 0 1
He -0.289 -0.150 -0.139
O -3.017 0.267 0.198
H -3.858 0.316 0.652
H -2.610 -0.532 0.532
O -0.197 -3.355 -0.140
H 0.343 -3.422 0.647
H 0.229 -3.932 -0.774
O 1.444 -1.852 -3.492
H 1.205 -2.777 -3.429
H 0.627 -1.408 -3.718
O 0.324 1.520 2.210
H 0.191 2.023 1.406
H -0.560 1.317 2.516
O -2.203 1.412 -2.526
H -1.593 0.742 -2.835
H -2.329 1.213 -1.599
O 2.720 0.702 -3.079
H 3.513 0.379 -3.506
H 2.397 -0.045 -2.576
O 4.051 1.056 1.193
H 3.330 0.455 1.382
H 4.745 0.798 1.799
O -2.307 1.473 2.711
H -3.060 1.773 3.219
H -2.661 1.294 1.840
O 1.979 -0.700 1.735
H 1.631 -1.473 1.292
H 1.205 -0.188 1.970
O -2.510 -2.345 1.026
H -1.758 -2.779 0.623
H -2.241 -2.191 1.932
O 0.439 3.270 -0.021
H 0.119 4.162 -0.155
H 0.702 2.976 -0.893
*
```

- HOMO level (eV) = -10.1
- HOMO-LUMO gap (eV) = 9.78
- energy (Eh) = -843.72382
- relative energy (zero: lowest compared OMol25 entry of this formula, charge and spin) (kJ/mol) = 115.24

Atom charges from the Löwdin analysis, given in e for atoms 1 to 8:
1. He 0.15
2. O -0.07
3. H 0.06
4. H -0.02
5. O -0.04
6. H 0.05
7. H 0.06
8. O -0.04

---

# 4
DFT (ωB97M-V/def2-TZVPD) results for H22HeO11 as an isolated structure.

ORCA input file:
```
! RIJCOSX wB97M-V def2-TZVPD def2/J DEFGRID3
* xyz 0 1
He 14.909 14.347 18.891
O 14.454 16.773 17.544
H 15.348 16.536 17.297
H 13.910 16.083 17.164
O 16.608 12.027 22.673
H 16.171 12.028 21.820
H 15.955 11.671 23.276
O 13.713 17.076 20.211
H 13.044 17.760 20.182
H 13.972 16.956 19.297
O 17.440 17.991 20.050
H 17.554 17.586 20.909
H 17.314 17.255 19.452
O 16.348 13.620 15.843
H 16.888 13.889 15.099
H 16.391 12.664 15.837
O 13.734 14.564 15.822
H 13.158 14.506 15.059
H 14.556 14.170 15.532
O 12.768 13.290 20.373
H 12.091 13.484 19.724
H 12.949 14.133 20.789
O 13.270 11.996 17.135
H 12.559 11.736 16.549
H 13.398 12.928 16.959
O 15.166 11.798 20.260
H 15.332 11.388 19.411
H 14.334 12.257 20.146
O 13.428 15.455 22.210
H 13.661 16.093 21.535
H 14.252 15.271 22.661
O 17.279 15.879 17.449
H 17.319 15.016 17.038
H 18.171 16.219 17.381
*
```

- HOMO level (eV) = -10.3
- HOMO-LUMO gap (eV) = 9.81
- energy (Eh) = -843.75076
- relative energy (zero: lowest compared OMol25 entry of this formula, charge and spin) (kJ/mol) = 44.51

Atom charges from the Löwdin analysis, given in e for atoms 1 to 8:
1. He 0.16
2. O -0.06
3. H 0.00
4. H 0.00
5. O -0.07
6. H -0.03
7. H 0.02
8. O -0.04

---

# 5
DFT (ωB97M-V/def2-TZVPD) results for H22HeO11 as an isolated structure.

ORCA input file:
```
! RIJCOSX wB97M-V def2-TZVPD def2/J DEFGRID3
* xyz 0 1
He -0.610 -1.064 -0.015
O -1.816 0.379 3.599
H -1.710 0.642 2.685
H -1.118 0.841 4.064
O -1.873 0.760 -1.642
H -2.814 0.934 -1.646
H -1.780 -0.069 -2.110
O -0.979 1.609 0.841
H -1.357 1.145 0.094
H -1.270 2.515 0.734
O -0.380 3.070 -2.326
H 0.498 2.716 -2.468
H -0.894 2.323 -2.021
O -1.785 -3.760 2.290
H -2.098 -3.491 1.426
H -1.316 -2.995 2.624
O -0.976 -1.377 -3.343
H -1.084 -2.025 -4.040
H -0.114 -0.994 -3.504
O 2.193 1.739 -2.079
H 2.170 1.950 -1.146
H 2.052 0.793 -2.116
O -0.170 -1.889 3.548
H -0.777 -1.150 3.585
H 0.523 -1.600 2.953
O 1.689 -1.212 -2.961
H 1.964 -1.541 -3.816
H 1.363 -1.985 -2.500
O 1.970 -1.085 1.775
H 2.123 -0.234 1.365
H 2.716 -1.205 2.363
O 2.145 1.893 1.042
H 2.313 2.398 1.838
H 1.200 1.968 0.907
*
```

- HOMO level (eV) = -10.3
- HOMO-LUMO gap (eV) = 10.14
- energy (Eh) = -843.75504
- relative energy (zero: lowest compared OMol25 entry of this formula, charge and spin) (kJ/mol) = 33.26

Atom charges from the Löwdin analysis, given in e for atoms 1 to 8:
1. He 0.14
2. O -0.04
3. H 0.01
4. H 0.05
5. O -0.06
6. H 0.08
7. H 0.01
8. O -0.06

---

# 6
DFT (ωB97M-V/def2-TZVPD) results for a 11-piece molecular cluster, H22O11 overall.

ORCA input file:
```
! RIJCOSX wB97M-V def2-TZVPD def2/J DEFGRID3
* xyz 0 1
O -2.015 2.357 -0.383
H -1.567 2.703 0.394
H -2.873 2.822 -0.423
O 0.995 1.722 -1.382
H 0.767 2.525 -0.881
H 1.453 2.022 -2.144
O -3.460 0.422 0.522
H -2.942 -0.038 1.158
H -2.843 1.114 0.282
O -0.741 -2.677 1.697
H -1.128 -3.329 1.088
H -0.832 -3.105 2.553
O -1.719 -2.316 -1.375
H -1.311 -1.606 -0.881
H -2.590 -1.945 -1.349
O 1.836 -2.064 0.874
H 1.059 -2.539 1.084
H 1.845 -1.438 1.570
O 3.033 1.872 0.498
H 2.495 1.582 -0.229
H 3.411 1.109 0.933
O 1.270 0.011 2.676
H 1.115 0.970 2.622
H 2.194 -0.092 2.748
O -1.162 1.576 -2.853
H -1.597 1.871 -2.037
H -0.245 1.544 -2.604
O 2.241 -1.463 -1.615
H 1.371 -1.545 -2.007
H 2.147 -1.660 -0.677
O -0.425 -0.215 0.028
H 0.181 -0.623 0.644
H 0.035 0.429 -0.530
*
```

- HOMO level (eV) = -10.4
- HOMO-LUMO gap (eV) = 9.95
- energy (Eh) = -840.80595
- relative energy (zero: lowest compared OMol25 entry of this formula, charge and spin) (kJ/mol) = 194.78

Atom charges from the Löwdin analysis, given in e for atoms 1 to 8:
1. O -0.04
2. H 0.09
3. H 0.11
4. O -0.04
5. H 0.10
6. H 0.08
7. O -0.05
8. H 0.01

---

> Among the records above, which one has the lowest HOMO-LUMO gap?

H21O11

---

> The highest energy belongs to which entry?

H21O10

---

Please write out number 1 again, unchanged.
DFT (ωB97M-V/def2-TZVPD) results for a 10-piece molecular cluster, H21O10 overall.

ORCA input file:
```
! RIJCOSX wB97M-V def2-TZVPD def2/J DEFGRID3
* xyz 1 1
O 16.263 14.046 45.659
H 16.847 14.752 45.638
H 16.143 13.842 46.687
H 16.759 13.287 45.425
O 18.037 15.044 47.593
H 18.298 15.640 48.305
H 18.880 14.555 47.741
O 18.484 12.927 44.777
H 18.973 13.443 44.104
H 19.007 12.161 44.910
O 14.859 16.441 43.613
H 14.096 16.955 43.617
H 15.259 16.866 44.337
O 15.114 14.642 48.146
H 14.361 14.495 47.670
H 15.042 15.508 48.487
O 18.086 16.093 44.581
H 18.317 16.325 43.793
H 18.718 16.623 45.166
O 16.107 17.562 45.965
H 16.931 17.569 45.736
H 15.606 18.398 45.731
O 15.700 11.333 44.272
H 14.907 11.006 45.021
H 16.407 10.669 44.270
O 16.486 12.987 50.018
H 16.149 13.589 49.350
H 15.813 12.295 50.202
O 16.676 11.645 47.467
H 16.942 10.860 47.708
H 16.727 11.741 48.468
*
```

- HOMO level (eV) = -13.9
- HOMO-LUMO gap (eV) = 10.95
- energy (Eh) = -764.63360
- relative energy (zero: lowest compared OMol25 entry of this formula, charge and spin) (kJ/mol) = 394.45

Atom charges from the Löwdin analysis, given in e for atoms 1 to 8:
1. O 0.26
2. H 0.03
3. H 0.16
4. H 0.05
5. O -0.04
6. H 0.07
7. H 0.09
8. O -0.02

---

What did the third record say?
DFT (ωB97M-V/def2-TZVPD) results for H22HeO11 as an isolated structure.

ORCA input file:
```
! RIJCOSX wB97M-V def2-TZVPD def2/J DEFGRID3
* xyz 0 1
He -0.289 -0.150 -0.139
O -3.017 0.267 0.198
H -3.858 0.316 0.652
H -2.610 -0.532 0.532
O -0.197 -3.355 -0.140
H 0.343 -3.422 0.647
H 0.229 -3.932 -0.774
O 1.444 -1.852 -3.492
H 1.205 -2.777 -3.429
H 0.627 -1.408 -3.718
O 0.324 1.520 2.210
H 0.191 2.023 1.406
H -0.560 1.317 2.516
O -2.203 1.412 -2.526
H -1.593 0.742 -2.835
H -2.329 1.213 -1.599
O 2.720 0.702 -3.079
H 3.513 0.379 -3.506
H 2.397 -0.045 -2.576
O 4.051 1.056 1.193
H 3.330 0.455 1.382
H 4.745 0.798 1.799
O -2.307 1.473 2.711
H -3.060 1.773 3.219
H -2.661 1.294 1.840
O 1.979 -0.700 1.735
H 1.631 -1.473 1.292
H 1.205 -0.188 1.970
O -2.510 -2.345 1.026
H -1.758 -2.779 0.623
H -2.241 -2.191 1.932
O 0.439 3.270 -0.021
H 0.119 4.162 -0.155
H 0.702 2.976 -0.893
*
```

- HOMO level (eV) = -10.1
- HOMO-LUMO gap (eV) = 9.78
- energy (Eh) = -843.72382
- relative energy (zero: lowest compared OMol25 entry of this formula, charge and spin) (kJ/mol) = 115.24

Atom charges from the Löwdin analysis, given in e for atoms 1 to 8:
1. He 0.15
2. O -0.07
3. H 0.06
4. H -0.02
5. O -0.04
6. H 0.05
7. H 0.06
8. O -0.04